78
Properties=species:S:1:pos:R:3:forces:R:3:mulliken_charge:R:1 method="wB97M-V/def2-TZVPD" max_force_ev_per_a=5.98 smiles="O=C1CCCO1.O=C1OCCO1.O=C1OCCO1.O=C1OCCO1.CC#N.CC#N.CC#N.CC#N.CC#N.CC#N" homo_ev=-10.20 multiplicity=1 homo_lumo_gap_ev=10.54
O 1.353 3.801 -7.082 1.7 1.4 1.2 -0.62
C 2.246 4.172 -6.327 -2.2 -2.6 -0.9 0.44
C 3.426 5.088 -6.569 -0.1 -1.3 -0.2 -0.38
C 4.018 5.206 -5.174 1.5 0.9 0.2 -0.51
C 3.560 3.891 -4.492 1.8 -0.2 -0.8 -0.25
O 2.345 3.519 -5.108 -0.3 1.2 -0.9 -0.26
H 4.039 4.512 -7.310 -0.3 0.6 0.6 0.23
H 3.097 6.017 -7.002 0.0 0.2 -0.3 0.31
H 5.159 5.317 -5.182 -1.6 -0.3 0.1 0.29
H 3.625 6.161 -4.761 0.1 -0.9 0.3 0.29
H 4.316 3.106 -4.805 -0.6 0.7 0.7 0.22
H 3.446 3.911 -3.417 -0.1 0.1 0.1 0.21
O -0.887 0.955 -0.361 -0.5 0.4 -0.4 -0.40
C -1.271 1.514 -1.348 0.7 0.4 0.0 0.45
O -0.939 1.112 -2.601 -0.1 -0.6 0.7 -0.21
C -1.499 1.980 -3.572 1.0 -0.5 -0.8 -0.13
C -2.350 2.884 -2.776 -0.7 1.2 0.7 -0.36
O -2.000 2.666 -1.401 0.3 -1.2 -0.1 -0.34
H -0.682 2.460 -4.117 -0.1 0.1 0.1 0.12
H -2.089 1.402 -4.263 -0.1 -0.3 -0.3 0.27
H -3.400 2.666 -2.920 -0.3 0.1 0.2 0.25
H -2.147 3.917 -2.984 -0.1 0.5 -0.1 0.31
O 0.604 -3.935 -2.344 0.1 0.2 -0.5 -0.54
C 0.319 -4.608 -1.408 0.0 -0.3 0.4 0.61
O 0.940 -4.546 -0.217 -0.3 -0.5 1.1 -0.37
C 0.060 -5.196 0.768 0.4 -0.2 -0.1 0.18
C -0.716 -6.156 -0.098 -0.6 -0.4 -0.3 -0.39
O -0.660 -5.527 -1.391 -0.2 -0.2 0.0 -0.36
H 0.602 -5.743 1.571 0.0 0.8 -0.7 0.28
H -0.588 -4.422 1.169 0.1 0.0 0.2 0.02
H -1.763 -6.273 0.183 0.0 0.4 0.0 0.30
H -0.331 -7.180 -0.151 0.4 0.3 -0.2 0.26
O -2.673 -2.124 2.344 0.4 -0.7 0.1 -0.46
C -2.739 -3.029 3.114 -0.1 -1.1 -0.7 0.57
O -2.256 -4.349 2.917 0.0 1.1 0.1 -0.21
C -2.636 -5.142 4.060 1.7 -0.3 -0.5 -0.33
C -2.984 -4.119 5.055 0.9 1.7 1.8 -0.34
O -3.378 -2.997 4.272 -0.7 0.3 0.4 -0.35
H -3.500 -5.721 3.833 -0.7 -0.6 -0.5 0.29
H -1.825 -5.834 4.399 -0.4 0.7 -0.5 0.32
H -2.164 -3.674 5.690 -0.5 -1.2 -0.5 0.13
H -3.783 -4.474 5.677 -0.5 0.3 0.4 0.32
C 1.697 -0.803 -3.175 0.5 -0.5 3.1 -0.76
C 2.128 0.370 -2.397 -0.5 0.7 0.2 0.49
N 2.415 1.356 -1.871 0.0 -0.7 -0.1 -0.46
H 2.600 -1.197 -3.557 0.6 -0.5 -1.3 0.43
H 0.916 -0.527 -3.808 -0.8 0.3 -1.4 0.22
H 1.317 -1.613 -2.510 0.1 0.7 -0.2 0.12
C 2.575 3.867 0.479 1.3 1.1 -2.4 -0.67
C 1.994 4.798 -0.497 -0.2 -0.7 -0.5 0.41
N 1.621 5.399 -1.404 0.0 0.2 0.3 -0.51
H 2.089 3.882 1.372 -1.9 -0.5 2.4 0.33
H 3.512 4.318 0.719 1.1 0.1 0.1 0.38
H 2.757 2.908 0.007 -0.3 -0.2 0.1 0.08
C 1.277 -0.910 6.716 0.6 0.3 -1.7 -0.98
C 0.367 -1.571 5.748 3.3 2.8 4.1 0.33
N -0.395 -1.926 5.020 -3.3 -2.0 -3.4 -0.21
H 1.404 0.176 6.526 -0.3 -0.7 -0.3 0.26
H 2.235 -1.384 6.587 0.6 0.0 0.0 0.30
H 1.032 -1.019 7.733 -0.8 -0.4 1.1 0.33
C -3.100 -1.614 -1.511 1.7 1.7 0.7 -0.46
C -3.771 -2.768 -1.081 -1.1 -2.4 1.7 0.14
N -4.176 -3.732 -0.588 0.1 0.7 -0.7 -0.52
H -3.389 -0.687 -0.956 0.4 -1.0 -0.1 0.24
H -3.269 -1.412 -2.520 -0.4 0.2 -1.8 0.46
H -2.013 -1.845 -1.440 -0.6 0.6 0.2 0.15
C -1.924 1.381 4.200 0.8 0.0 0.0 -0.13
C -3.191 1.754 4.780 -0.2 0.2 -0.4 0.10
N -4.201 2.112 5.185 -0.2 0.0 0.3 -0.41
H -1.104 1.826 4.777 -0.2 -0.3 -0.1 0.25
H -1.801 1.733 3.181 -0.3 0.4 -0.2 0.16
H -1.823 0.306 4.121 0.0 -0.3 0.3 -0.01
C 1.375 0.594 1.990 -0.3 0.9 1.6 -0.06
C 1.409 1.580 3.088 0.4 0.5 1.7 0.34
N 1.411 2.288 4.014 0.0 -1.1 -1.7 -0.58
H 0.334 0.434 1.810 -0.5 -0.5 -0.6 0.07
H 1.927 -0.291 2.212 0.1 -0.7 0.6 0.36
H 1.873 1.010 1.174 0.4 0.8 -1.7 -0.05